Record 1
This record from the OMol25 dataset describes a 2-piece molecular cluster, CH3NOS overall in a non-equilibrium geometry. The level of theory is ωB97M-V with the def2-TZVPD basis set.

Element x y z (Å)
1 H -0.71 1.16 -0.76
2 O 2.62 0.26 -0.41
3 C -0.16 0.31 -0.52
4 H -0.75 -0.61 -0.50
5 S 0.95 -0.54 -2.87
6 N 0.90 0.05 -1.44
7 H 0.42 0.46 0.39

Summary:
* LUMO level (spin up / spin down): -1.9 / -1.9 eV
* molar mass: 77.1 g mol⁻¹
* maximum force: 3.12 eV/A
* gap between HOMO and LUMO (spin up / spin down): 0.2703 / 0.2652 hartree
* ΔE to the lowest compared entry with this formula, charge and spin: 165.7 kcal/mol


Record 2
This record from the OMol25 dataset describes C6H13N as an isolated structure in a non-equilibrium geometry. The level of theory is ωB97M-V with the def2-TZVPD basis set.

Element x y z (Å)
1 H 0.22 1.28 1.55
2 H 0.15 -1.89 -1.22
3 H 1.74 -0.63 -1.22
4 C -1.55 -0.31 -0.41
5 H -0.10 2.38 -0.65
6 H 1.50 1.74 -1.11
7 N 0.96 -2.22 -0.39
8 C 0.80 -0.89 -0.87
9 H -1.65 1.11 1.37
10 C 1.14 1.63 1.05
11 H -0.88 -0.44 1.73
12 H -1.47 -1.43 -0.47
13 H -2.67 -0.44 1.49
14 H -2.39 -0.04 -1.00
15 H 0.36 -2.35 0.46
16 C -1.70 -0.07 1.23
17 H 2.14 1.10 1.34
18 H 1.14 2.69 1.32
19 C -0.15 0.20 -0.69
20 C 0.65 1.52 -0.45

Summary:
* 2S+1: 2
* LUMO level (spin up / spin down): 4.5 / 4.1 eV
* molar mass: 99.2 g mol⁻¹
* charge: -1
* maximum force: 5.52 eV/A
* gap between HOMO and LUMO (spin up / spin down): 0.1427 / 0.2257 hartree
* ΔE to the lowest compared entry with this formula, charge and spin: 112.0 kcal/mol


Record 3
This record from the OMol25 dataset describes a 2-piece molecular cluster, C5H7NO overall. The level of theory is ωB97M-V with the def2-TZVPD basis set.

Element x y z (Å)
1 N -0.24 -1.60 -0.01
2 H -2.85 -0.37 0.31
3 H 0.71 -1.87 0.21
4 O -0.52 1.86 0.85
5 C 1.59 0.81 0.54
6 C -1.86 1.57 0.78
7 H 0.78 -0.23 -2.29
8 H 2.11 1.73 0.75
9 H 1.35 -0.07 -2.75
10 C 0.26 0.76 0.57
11 H -0.91 -2.35 -0.02
12 C -0.66 -0.35 0.32
13 H 2.18 -0.06 0.30
14 C -1.92 0.16 0.43

Summary:
* LUMO level: -0.4 eV
* molar mass: 97.1 g mol⁻¹
* maximum force: 0.37 eV/A
* gap between HOMO and LUMO: 0.2907 hartree
* ΔE to the lowest compared entry with this formula, charge and spin: 95.9 kcal/mol


Record 4
This record from the OMol25 dataset describes a 2-piece molecular cluster, C6H16 overall in a non-equilibrium geometry. The level of theory is ωB97M-V with the def2-TZVPD basis set.

Element x y z (Å)
1 C 1.34 2.23 1.50
2 H 0.31 -1.00 1.12
3 H -2.01 -2.18 -0.54
4 H 0.22 -3.57 -0.89
5 H 2.37 2.28 1.82
6 C 0.08 -2.53 -1.16
7 H -0.72 -2.23 1.56
8 H 1.75 3.10 -0.43
9 H -1.48 -0.76 1.44
10 H 0.97 -2.09 -0.71
11 C -1.05 -1.68 -0.54
12 H 0.31 3.78 0.48
13 H -1.75 0.34 -0.76
14 H 1.26 1.14 1.43
15 H -0.10 0.00 -1.45
16 H 0.12 -2.42 -2.24
17 C -0.71 -1.33 0.92
18 H -1.43 -0.41 -2.37
19 H 0.15 2.30 -0.35
20 C 0.87 2.92 0.18
21 H 0.62 2.46 2.29
22 C -1.12 -0.36 -1.32

Summary:
* LUMO level: 1.1 eV
* molar mass: 88.2 g mol⁻¹
* maximum force: 2.06 eV/A
* gap between HOMO and LUMO: 0.4556 hartree
* ΔE to the lowest compared entry with this formula, charge and spin: 18.1 kcal/mol
* SMILES string: CC(C)C.CC


Record 5
This record from the OMol25 dataset describes one molecule with the formula C21H22N2O4S. The level of theory is ωB97M-V with the def2-TZVPD basis set.

Element x y z (Å)
1 H -0.15 0.28 1.31
2 H -0.48 -2.87 4.15
3 O 3.29 -0.50 4.23
4 C -1.46 -3.84 -3.12
5 S -0.72 5.36 -2.93
6 H 4.14 -0.23 1.62
7 C -1.98 -1.34 -0.34
8 H 5.39 -0.97 2.62
9 H -2.46 -0.79 2.05
10 O -1.31 2.62 -1.42
11 C -1.83 3.84 -0.93
12 H -1.55 -4.90 -3.27
13 H -1.18 -2.98 0.56
14 C -1.67 -1.91 -1.67
15 C -0.96 -1.65 -3.97
16 C 0.27 -0.30 2.12
17 H 2.07 0.83 2.15
18 H -1.24 5.91 -0.67
19 C -1.05 -3.01 -4.15
20 C -0.70 3.71 -3.49
21 H -0.80 -3.44 -5.11
22 H -2.00 3.67 0.13
23 H -2.11 -3.93 -1.09
24 H -1.64 0.59 -1.63
25 H 5.57 0.70 2.06
26 H -0.45 3.59 -4.53
27 H 4.92 0.62 4.46
28 N -1.25 0.29 -2.53
29 C 1.33 -1.76 4.20
30 H 0.12 4.76 -0.76
31 C -0.82 1.28 -3.36
32 H -0.65 -1.00 -4.78
33 C 0.08 -2.06 3.71
34 O -2.44 -0.21 -0.18
35 N -1.70 -2.14 0.72
36 C 4.17 0.46 3.67
37 C 2.07 -0.71 3.65
38 C 4.86 -0.05 2.41
39 H 1.76 -2.31 5.02
40 C -0.94 2.63 -2.74
41 H 3.66 1.41 3.49
42 H -2.79 4.06 -1.42
43 C 1.53 0.02 2.60
44 C -1.82 -1.67 2.09
45 C -0.87 5.00 -1.14
46 C -1.29 -1.08 -2.74
47 O -0.37 1.13 -4.48
48 H -2.31 -2.45 2.68
49 C -1.77 -3.29 -1.89
50 C -0.47 -1.33 2.66

Summary:
* LUMO level: 0.5 eV
* molar mass: 398.5 g mol⁻¹
* maximum force: 0.63 eV/A
* gap between HOMO and LUMO: 0.3149 hartree
* ΔE to the lowest compared entry with this formula, charge and spin: 25.0 kcal/mol
* SMILES string: CCOc1ccc(CNC(=O)c2ccccc2NC(=O)C2=CSCCO2)cc1